Below is a molecular structure, C29H38N2O4PSe2Tc in a non-equilibrium geometry, with properties calculated with ωB97M-V/def2-TZVPD.

CARTESIAN COORDINATES (ANGSTROEM)
Tc 0.11 0.41 0.85
C 3.58 -1.06 -1.38
Se 2.30 -0.89 0.07
C 3.40 -0.18 1.51
C 3.50 1.35 1.52
Se 1.80 2.32 1.31
C 2.11 3.04 -0.47
H 4.25 -1.86 -1.09
H 4.11 -0.13 -1.56
H 2.99 -1.34 -2.25
H 4.39 -0.63 1.47
H 2.91 -0.53 2.41
H 4.12 1.73 0.71
H 3.92 1.70 2.46
H 2.95 3.72 -0.41
H 1.22 3.59 -0.77
H 2.31 2.23 -1.16
O -6.13 3.13 1.39
C -5.73 2.56 2.41
O -6.06 2.23 3.51
C -4.25 2.11 1.95
C -3.17 2.85 2.39
C -1.91 2.39 2.09
N -1.72 1.28 1.37
C -2.78 0.57 0.95
C -4.08 0.96 1.20
C -2.46 -0.68 0.19
O -3.32 -1.36 -0.29
O -1.15 -0.91 0.11
H -3.30 3.75 2.99
H -1.03 2.91 2.43
H -4.90 0.35 0.83
C 1.59 0.47 -4.97
C 0.77 -0.81 -4.81
C 1.66 -2.02 -5.05
P 0.04 -0.88 -3.11
C -1.09 -2.36 -3.12
C -1.72 -2.76 -4.45
C -0.38 -3.56 -2.47
C -1.18 0.54 -3.07
C -1.84 0.97 -4.37
C -0.54 1.74 -2.37
H 2.13 0.46 -5.92
H 2.34 0.56 -4.18
H 0.98 1.38 -4.95
H -0.04 -0.81 -5.55
H 2.46 -2.09 -4.31
H 2.14 -1.95 -6.03
H 1.11 -2.96 -5.02
H -1.89 -2.07 -2.44
H -0.98 -3.10 -5.17
H -2.28 -1.94 -4.91
H -2.42 -3.58 -4.29
H 0.45 -3.91 -3.09
H -1.08 -4.39 -2.35
H 0.01 -3.30 -1.49
H -1.96 0.15 -2.42
H -1.12 1.35 -5.09
H -2.57 1.76 -4.18
H -2.38 0.14 -4.84
H 0.31 2.14 -2.92
H -0.14 1.48 -1.36
H -1.26 2.55 -2.24
N 1.21 -1.33 10.59
C 1.08 -1.13 9.46
C 0.93 -0.87 8.06
C 1.93 -0.19 7.36
C 1.78 0.05 6.01
C 0.63 -0.38 5.34
C -0.37 -1.06 6.04
C -0.22 -1.31 7.39
C 0.48 -0.13 3.94
C 0.35 0.06 2.74
H 2.81 0.14 7.89
H 2.55 0.58 5.47
H -1.25 -1.40 5.52
H -0.98 -1.84 7.94

The charge is +1. Its LUMO energy (spin up / spin down) is -3.749 / -6.114 eV. Its spin multiplicity is 4. As for the orbital gap (spin up / spin down): 7.0 / 4.6 eV. The maximum force comes out at 1.54 eV/A.